# 1
{"formula": "C13H20BrClNO6", "method": "ωB97M-V with the def2-TZVPD basis set", "species": ["C", "C", "C", "Br", "N", "C", "Cl", "C", "O", "O", "H", "H", "H", "H", "H", "H", "H", "H", "O", "C", "O", "C", "C", "C", "H", "H", "H", "H", "H", "H", "O", "C", "O", "C", "C", "C", "H", "H", "H", "H", "H", "H"], "xyz": [[-2.429808, 2.098045, 3.971070], [-1.053651, 1.814698, 3.349547], [-1.212434, 1.105976, 2.007854], [0.415816, -0.034064, 1.698111], [-1.549857, 2.002513, 0.971833], [-0.547240, 2.766464, 0.296051], [-0.043914, 1.927950, -1.257030], [-1.080730, 4.200891, -0.060607], [-2.060521, 4.240735, -0.819475], [-0.433937, 5.099711, 0.501164], [-2.648065, 1.376329, 4.760601], [-3.225154, 2.029174, 3.229593], [-2.461193, 3.086879, 4.427210], [-0.493943, 1.150973, 4.009153], [-0.475120, 2.730204, 3.226936], [-2.008990, 0.372860, 2.070474], [-2.177640, 1.578101, 0.302127], [0.339674, 2.875061, 0.913614], [-2.440266, -0.908281, 0.105028], [-2.182179, -1.698945, -0.754072], [-2.922752, -2.828351, -0.939049], [-2.318444, -3.641978, -1.958720], [-1.459976, -2.690938, -2.785342], [-1.036371, -1.669290, -1.736881], [-1.717203, -4.412386, -1.468527], [-3.114480, -4.123231, -2.523827], [-0.626287, -3.184573, -3.279989], [-2.073742, -2.208190, -3.548258], [-0.134317, -1.973713, -1.208649], [-0.895480, -0.662450, -2.117958], [1.853893, -2.159891, -2.323925], [2.630276, -1.484589, -1.704531], [2.305180, -0.287861, -1.204655], [3.438832, 0.342957, -0.594903], [4.391553, -0.801179, -0.260813], [4.083241, -1.796252, -1.379678], [3.863491, 1.046981, -1.313641], [3.086155, 0.892561, 0.273839], [5.431748, -0.485608, -0.208630], [4.118701, -1.235538, 0.702020], [4.676907, -1.613386, -2.277508], [4.188225, -2.838370, -1.089556]], "forces_ev_per_a": [[0.11, 0.03, 0.11], [0.20, -0.42, 0.17], [-0.70, 0.76, 0.13], [0.38, -0.27, -0.06], [0.21, -0.67, -0.26], [-0.39, 0.61, 0.24], [0.20, -0.02, 0.06], [0.01, -0.32, -0.27], [-0.07, -0.01, 0.06], [0.10, 0.32, 0.20], [-0.04, -0.06, -0.05], [0.01, 0.17, -0.04], [-0.07, 0.04, -0.08], [0.08, 0.13, 0.07], [0.00, -0.01, -0.14], [0.12, -0.19, 0.01], [-0.06, 0.10, -0.03], [0.07, -0.17, -0.09], [-0.34, -0.07, -0.02], [0.27, 0.13, 0.07], [-0.01, -0.03, -0.04], [0.04, -0.03, -0.05], [0.00, 0.05, 0.02], [-0.40, -0.07, -0.10], [0.02, 0.00, -0.01], [-0.04, 0.02, 0.04], [0.04, -0.02, 0.07], [-0.01, -0.02, -0.01], [-0.01, 0.09, 0.00], [0.14, 0.04, 0.13], [0.17, -0.14, -0.05], [0.16, 0.02, -0.10], [-0.07, -0.11, -0.15], [0.04, 0.11, 0.14], [-0.03, -0.08, -0.07], [-0.04, 0.08, 0.28], [0.01, -0.01, -0.01], [-0.09, -0.01, -0.03], [0.00, 0.02, -0.05], [-0.01, 0.02, 0.01], [0.00, -0.02, -0.02], [0.01, -0.03, -0.11]], "lowdin_charge": [-0.10, -0.28, -0.70, 0.63, -0.05, -0.60, 0.59, -0.79, -0.07, -0.07, 0.06, 0.07, 0.07, 0.07, 0.11, 0.08, 0.10, 0.08, 0.10, -0.46, 0.02, -0.17, -0.15, -0.09, 0.12, 0.12, 0.11, 0.12, 0.10, 0.10, 0.10, -0.49, -0.04, -0.17, -0.15, -0.07, 0.13, 0.10, 0.11, 0.12, 0.13, 0.12], "total_charge": -1, "de_lowest_ev": 0.000, "homo_energy_ev": -4.41, "orbital_gap_ha": 0.2540}

# 2
{"formula": "C27H38Br5IrO3SSi", "method": "ωB97M-V with the def2-TZVPD basis set", "species": ["Ir", "Br", "C", "C", "Br", "C", "Br", "C", "O", "C", "O", "C", "Br", "C", "C", "C", "C", "Si", "Br", "C", "C", "C", "C", "C", "C", "C", "C", "H", "H", "H", "H", "H", "H", "H", "H", "H", "H", "H", "H", "H", "H", "H", "H", "H", "H", "H", "H", "H", "H", "H", "H", "H", "H", "H", "C", "S", "C", "O", "H", "H", "H", "H", "H", "H", "C", "C", "C", "C", "C", "C", "C", "H", "H", "H", "H", "H"], "xyz": [[0.349660, 0.151359, 0.409873], [4.318930, 6.125964, -0.169022], [3.757139, 4.324035, 0.063188], [4.676582, 3.292413, 0.048088], [6.518066, 3.640501, -0.263947], [4.223604, 1.970361, 0.219821], [5.444336, 0.509959, 0.275861], [2.876664, 1.642477, 0.357820], [2.461198, 0.417934, 0.474228], [1.908070, 2.720857, 0.356392], [0.655888, 2.428605, 0.475509], [2.393832, 4.027852, 0.238395], [1.081451, 5.401977, 0.303100], [-5.390348, -2.329762, 1.637530], [-5.723192, -0.839696, 1.783956], [-6.973857, -0.725518, 2.670991], [-4.538676, -0.183070, 2.516376], [-6.141543, -0.063038, 0.048028], [-1.972384, -0.078366, -0.252920], [-5.963354, -1.175962, -1.545369], [-7.296533, -1.908169, -1.764899], [-4.833903, -2.221123, -1.489382], [-5.697597, -0.303685, -2.779180], [-5.951958, 1.861877, -0.177160], [-5.638091, 2.525084, 1.170237], [-4.850494, 2.312231, -1.157863], [-7.301312, 2.409309, -0.669066], [-5.325752, -2.778353, 2.636065], [-4.425283, -2.466401, 1.149737], [-6.157822, -2.871103, 1.075494], [-6.753350, -1.134974, 3.665625], [-7.815515, -1.282688, 2.248545], [-7.290989, 0.313191, 2.795770], [-4.216536, -0.829378, 3.342389], [-4.810638, 0.778970, 2.946256], [-3.685103, -0.041468, 1.851826], [-7.570746, -2.519268, -0.900093], [-7.217265, -2.568877, -2.638941], [-8.112690, -1.201500, -1.941013], [-5.099808, -3.070867, -0.862867], [-3.905045, -1.788732, -1.116724], [-4.647467, -2.604369, -2.501034], [-6.430908, 0.500471, -2.883547], [-5.757696, -0.929091, -3.678635], [-4.697956, 0.129829, -2.740752], [-4.616659, 2.308010, 1.480021], [-6.326055, 2.210873, 1.960107], [-5.727138, 3.612391, 1.059766], [-3.916255, 1.767900, -1.010267], [-4.638772, 3.375641, -0.990948], [-5.162597, 2.204694, -2.195878], [-8.094361, 2.225788, 0.061235], [-7.607372, 1.950707, -1.613466], [-7.222568, 3.493179, -0.827229], [2.323189, -4.410244, -0.050724], [1.453535, -2.979965, 0.721675], [0.059434, -3.986427, 1.298102], [0.956240, -2.249796, -0.486935], [2.667119, -5.100162, 0.723945], [3.169950, -3.983715, -0.585910], [1.645407, -4.899206, -0.750043], [0.428479, -4.765292, 1.969138], [-0.418082, -4.417241, 0.417566], [-0.626997, -3.314707, 1.811212], [0.203460, -0.811687, 2.039418], [0.017384, -0.521485, 3.388952], [0.150013, -1.511131, 4.410468], [-0.040566, -1.202803, 5.741061], [-0.379223, 0.091761, 6.141813], [-0.526883, 1.081467, 5.159637], [-0.341100, 0.796141, 3.826530], [0.419212, -2.521159, 4.117618], [0.075071, -1.979855, 6.490670], [-0.517510, 0.325029, 7.191036], [-0.792385, 2.092123, 5.451984], [-0.451413, 1.566965, 3.071594]], "forces_ev_per_a": [[1.04, -0.15, 1.28], [-0.02, -0.04, 0.01], [0.04, -0.07, 0.03], [-0.10, 0.05, 0.00], [-0.02, -0.03, 0.05], [0.09, -0.07, 0.01], [-0.05, 0.04, -0.03], [0.08, 0.06, 0.03], [-0.36, -0.03, -0.01], [-0.07, 0.04, 0.08], [0.03, -0.11, -0.24], [-0.05, 0.02, -0.04], [0.03, -0.05, -0.01], [-0.03, 0.05, -0.05], [0.16, 0.06, -0.01], [-0.03, -0.01, -0.05], [-0.01, -0.03, -0.08], [-0.32, -0.01, 0.04], [-0.83, -0.08, -0.20], [0.17, -0.02, 0.03], [-0.03, 0.04, 0.05], [-0.05, 0.10, 0.02], [-0.01, 0.01, 0.08], [0.19, -0.05, -0.07], [-0.02, -0.08, -0.02], [-0.03, -0.01, 0.07], [-0.01, -0.02, 0.01], [-0.02, 0.02, 0.00], [-0.03, -0.03, 0.02], [0.04, -0.02, 0.02], [0.00, 0.02, -0.01], [0.01, 0.03, 0.02], [0.00, -0.03, 0.01], [-0.02, 0.01, -0.03], [0.01, -0.01, 0.02], [0.05, -0.01, 0.12], [0.01, 0.00, -0.04], [0.01, 0.00, 0.01], [0.01, -0.04, 0.01], [0.02, 0.00, -0.01], [0.06, -0.08, -0.07], [-0.03, 0.01, 0.02], [0.04, -0.01, -0.02], [-0.02, -0.01, 0.02], [-0.04, 0.00, -0.04], [-0.03, 0.03, 0.02], [0.04, 0.02, 0.01], [-0.02, -0.01, -0.01], [0.00, 0.05, -0.01], [-0.03, -0.01, -0.01], [0.03, -0.01, 0.02], [0.01, 0.01, -0.03], [-0.01, 0.03, 0.02], [0.01, -0.02, -0.01], [-0.09, 0.33, 0.29], [-0.04, -0.46, -0.54], [0.07, 0.14, -0.01], [0.09, -0.17, -0.01], [0.00, 0.02, -0.06], [0.01, -0.03, 0.02], [0.00, 0.01, 0.01], [-0.03, 0.05, 0.02], [0.01, 0.00, 0.00], [0.04, 0.01, -0.01], [0.21, 0.43, -0.71], [-0.21, 0.17, -0.01], [0.02, -0.02, -0.02], [-0.01, -0.02, -0.03], [-0.01, 0.04, 0.01], [0.00, -0.08, -0.01], [0.02, 0.03, 0.04], [0.00, 0.02, 0.02], [0.01, -0.01, -0.01], [-0.01, 0.00, -0.01], [0.01, 0.01, 0.00], [0.03, -0.02, 0.01]], "mulliken_spin": [1.22, 0.00, 0.00, 0.00, 0.00, 0.00, 0.00, -0.01, 0.02, 0.01, 0.07, 0.02, 0.00, 0.03, 0.07, 0.05, 0.05, 0.38, 0.04, 0.10, 0.05, 0.06, 0.04, 0.09, 0.03, 0.06, 0.04, 0.00, 0.00, 0.00, 0.00, -0.02, 0.00, 0.00, 0.01, -0.01, 0.00, 0.00, -0.02, 0.00, -0.02, 0.01, 0.00, 0.00, -0.01, 0.00, 0.00, 0.00, -0.03, 0.01, 0.01, -0.02, 0.00, 0.00, 0.02, 0.03, 0.01, 0.02, 0.00, 0.00, 0.00, 0.00, 0.00, -0.01, 1.19, -0.21, 0.27, -0.13, 0.27, -0.12, 0.21, 0.02, -0.01, 0.03, -0.01, 0.05], "total_charge": -2, "homo_energy_ev": [-0.46, -1.43], "orbital_gap_ha": [0.1622, 0.1889], "multiplicity": 5}

# 3
{"formula": "C16H14N8O6", "method": "ωB97M-V with the def2-TZVPD basis set", "species": ["C", "C", "C", "C", "C", "N", "C", "N", "C", "C", "N", "C", "C", "H", "H", "H", "H", "H", "H", "H", "H", "H", "H", "H", "H", "H", "O", "N", "C", "C", "N", "O", "C", "N", "O", "O", "C", "C", "N", "O", "O", "N", "C", "H"], "xyz": [[-3.964452, -0.751292, 1.034026], [-3.284500, -1.951645, 1.279227], [-1.948287, -1.925305, 1.689163], [-1.290140, -0.702412, 1.846092], [0.172677, -0.667024, 2.228150], [0.968883, -0.528455, 1.041249], [2.257321, -0.620928, 1.226674], [3.156879, -0.629194, 0.195591], [4.501160, -0.840683, 0.634583], [4.394900, -0.811902, 2.158100], [2.971237, -0.706220, 2.382238], [-1.966489, 0.493853, 1.605448], [-3.299170, 0.471759, 1.187846], [-5.011218, -0.767225, 0.726113], [-3.792698, -2.910556, 1.159814], [-1.394487, -2.846723, 1.888124], [0.312737, 0.191622, 2.910584], [0.393868, -1.603746, 2.768843], [2.845330, -0.794158, -0.758784], [4.898338, -1.803638, 0.297006], [5.146330, -0.045070, 0.258596], [4.810594, -1.717950, 2.609047], [4.925064, 0.053307, 2.564269], [2.533394, -0.747933, 3.295101], [-1.430579, 1.435493, 1.748664], [-3.815694, 1.414513, 0.996474], [-4.298828, 0.472779, -3.158240], [-3.352172, 1.165422, -2.826003], [-2.018522, 0.969891, -2.519640], [-1.448713, 2.218211, -2.225871], [-2.389126, 3.209372, -2.326638], [-3.533217, 2.571529, -2.697499], [-0.044717, 2.289449, -1.820192], [0.637680, 3.548313, -1.577277], [0.091869, 4.645808, -1.799826], [1.813979, 3.466528, -1.146772], [0.688877, 1.086846, -1.673332], [0.072566, -0.122257, -2.011343], [0.594529, -1.412028, -2.132768], [1.728669, -1.868553, -2.018839], [-0.452450, -2.241522, -2.569018], [-1.623508, -1.527467, -2.723565], [-1.277003, -0.236352, -2.420351], [1.719093, 1.075523, -1.325065]], "forces_ev_per_a": [[0.24, -0.04, 0.00], [0.05, 0.18, 0.06], [-0.14, 0.34, -0.12], [-0.03, -0.10, 0.04], [-0.63, 0.16, 0.30], [1.70, -0.29, -0.25], [-1.32, 0.11, -0.61], [-0.67, 0.41, -0.56], [0.63, -0.15, -0.41], [0.29, 0.09, 0.48], [-0.48, -0.16, 0.69], [-0.18, -0.23, -0.15], [0.07, -0.11, 0.05], [0.32, -0.01, 0.06], [0.10, 0.32, 0.02], [-0.26, 0.22, -0.10], [0.08, -0.24, 0.05], [0.10, 0.20, 0.05], [0.16, -0.23, 0.66], [-0.01, 0.08, -0.07], [0.18, -0.10, 0.08], [-0.03, 0.11, -0.02], [-0.02, -0.07, 0.08], [0.23, 0.06, -0.50], [-0.22, -0.20, -0.08], [0.06, -0.29, 0.06], [1.21, 0.67, 0.43], [1.32, 0.23, 0.34], [-2.32, -0.18, -0.33], [-1.34, 2.18, 0.07], [1.86, -2.19, 0.09], [-0.16, -0.54, -0.13], [0.81, -2.15, 0.08], [1.85, 2.06, 0.72], [0.33, -2.61, 0.20], [-2.12, -0.10, -0.77], [-0.43, 2.62, 0.04], [-0.46, -2.78, -0.75], [-0.40, 1.75, -0.04], [-1.32, 0.30, -0.11], [0.46, 0.70, 0.52], [1.20, 2.70, 0.55], [-0.46, -3.07, -0.64], [-0.24, 0.35, -0.10]], "lowdin_charge": [-0.09, -0.08, -0.05, -0.23, -0.24, 0.08, -0.43, 0.05, -0.16, -0.15, 0.07, -0.06, -0.09, 0.10, 0.10, 0.11, 0.12, 0.11, 0.09, 0.12, 0.11, 0.11, 0.11, 0.14, 0.11, 0.10, 0.09, -0.14, -0.06, -0.13, 0.15, 0.04, -0.03, -0.31, 0.09, 0.04, 0.12, -0.10, -0.14, 0.06, 0.05, 0.17, -0.12, 0.12], "homo_energy_ev": -8.61, "orbital_gap_ha": 0.2378}